{"formula": "C43H93B2Br20N3O4P", "method": "the ωB97M-V functional and the def2-TZVPD basis", "symbols": ["C", "C", "C", "C", "C", "C", "C", "C", "C", "C", "C", "C", "C", "C", "C", "C", "C", "N", "O", "B", "B", "N", "O", "O", "C", "C", "C", "C", "C", "C", "N", "P", "O", "H", "H", "H", "H", "H", "H", "H", "H", "H", "H", "H", "H", "H", "H", "H", "H", "H", "H", "H", "H", "H", "H", "H", "H", "H", "H", "H", "H", "H", "H", "H", "H", "H", "H", "H", "H", "H", "H", "H", "H", "H", "H", "H", "H", "H", "H", "H", "H", "H", "H", "H", "H", "H", "Br", "C", "C", "Br", "H", "H", "H", "H", "Br", "C", "C", "Br", "H", "H", "H", "H", "Br", "C", "C", "Br", "H", "H", "H", "H", "Br", "C", "C", "Br", "H", "H", "H", "H", "Br", "C", "C", "Br", "H", "H", "H", "H", "Br", "C", "C", "Br", "H", "H", "H", "H", "Br", "C", "C", "Br", "H", "H", "H", "H", "Br", "C", "C", "Br", "H", "H", "H", "H", "Br", "C", "C", "Br", "H", "H", "H", "H", "Br", "C", "C", "Br", "H", "H", "H", "H"], "positions_angstrom": [[-8.758, 2.861, 3.390], [-9.162, 2.912, 1.803], [-7.913, 2.724, 0.757], [-8.495, 1.949, -0.563], [-8.105, 0.363, -0.678], [-7.706, -0.367, 0.734], [-7.228, -1.918, 0.327], [-5.712, -1.725, -0.343], [-4.730, -3.019, -0.126], [-3.478, -3.103, -1.212], [-3.069, -1.659, -1.871], [-1.823, -1.714, -2.941], [-0.623, -2.761, -2.552], [0.295, -2.028, -1.386], [1.409, -1.105, -2.185], [2.592, -0.732, -1.066], [2.907, 0.899, -1.216], [1.647, 1.676, -0.796], [3.398, 1.080, -2.600], [4.894, 1.119, -2.580], [5.667, 0.265, -3.776], [7.038, 0.760, -4.253], [5.046, -0.986, -4.335], [5.262, 0.661, -1.225], [4.248, 1.194, -0.292], [4.449, 0.187, 1.028], [5.599, 0.771, 2.061], [6.066, -0.356, 3.183], [5.678, 0.199, 4.681], [5.438, -1.015, 5.777], [4.556, -0.623, 6.948], [4.825, 3.017, -0.066], [3.909, 4.016, -0.885], [-8.247, 1.844, 3.694], [-8.036, 3.785, 3.602], [-9.771, 3.042, 3.995], [-10.067, 2.176, 1.550], [-9.604, 4.004, 1.608], [-6.938, 2.270, 1.218], [-7.619, 3.822, 0.394], [-9.657, 2.164, -0.661], [-8.001, 2.484, -1.508], [-7.307, 0.223, -1.543], [-9.085, -0.193, -1.073], [-6.775, 0.098, 1.287], [-8.632, -0.488, 1.459], [-7.943, -2.372, -0.502], [-7.238, -2.653, 1.239], [-5.173, -0.737, 0.057], [-5.896, -1.572, -1.509], [-5.278, -4.056, -0.165], [-4.242, -2.933, 0.938], [-3.776, -3.830, -2.086], [-2.528, -3.526, -0.630], [-3.969, -1.118, -2.439], [-2.742, -0.884, -1.026], [-1.336, -0.630, -2.954], [-2.161, -1.919, -4.063], [-0.975, -3.841, -2.271], [0.055, -2.877, -3.527], [0.822, -2.795, -0.669], [-0.366, -1.265, -0.761], [1.933, -1.660, -3.073], [0.847, -0.143, -2.575], [3.565, -1.367, -1.309], [2.138, -1.000, -0.006], [1.960, 2.342, -0.049], [0.977, 1.021, -0.305], [5.122, 2.245, -2.874], [7.245, 1.660, -3.728], [7.730, 0.052, -3.881], [4.275, -1.265, -3.735], [3.395, 0.058, 1.532], [4.833, -0.869, 0.626], [6.534, 1.052, 1.379], [5.136, 1.706, 2.592], [5.629, -1.425, 2.984], [7.248, -0.437, 3.106], [6.582, 0.860, 5.092], [4.723, 0.905, 4.581], [4.963, -1.963, 5.242], [6.489, -1.350, 6.199], [5.197, -0.533, 7.793], [3.927, -1.460, 7.126], [4.847, 3.458, 1.315], [6.194, 3.163, -0.581], [-0.355, -1.212, 2.760], [0.853, -0.627, 4.176], [0.807, 0.872, 4.349], [1.809, 1.777, 2.942], [1.847, -1.005, 3.923], [0.496, -1.131, 5.079], [1.296, 1.168, 5.281], [-0.208, 1.281, 4.332], [0.785, -5.077, 4.413], [-0.985, -4.640, 5.107], [-1.955, -5.777, 4.887], [-2.555, -5.844, 3.033], [-1.294, -3.706, 4.628], [-0.835, -4.462, 6.175], [-2.865, -5.626, 5.475], [-1.534, -6.758, 5.122], [9.520, 6.565, 1.432], [8.802, 6.291, -0.361], [7.297, 6.428, -0.374], [6.437, 4.837, 0.356], [9.152, 5.311, -0.699], [9.265, 7.069, -0.974], [6.926, 6.506, -1.400], [6.934, 7.281, 0.206], [1.953, 6.410, 2.090], [1.235, 6.136, 0.297], [-0.270, 6.274, 0.284], [-1.130, 4.683, 1.013], [1.585, 5.157, -0.041], [1.698, 6.914, -0.316], [-0.641, 6.352, -0.742], [-0.633, 7.127, 0.863], [2.294, -5.882, -2.821], [1.329, -7.397, -2.062], [-0.164, -7.227, -2.217], [-0.869, -5.959, -0.914], [1.649, -7.491, -1.021], [1.678, -8.267, -2.625], [-0.683, -8.167, -2.007], [-0.460, -6.867, -3.206], [-0.694, -4.736, -5.131], [-1.881, -4.212, -6.588], [-3.328, -4.250, -6.155], [-3.998, -6.080, -6.094], [-1.662, -4.873, -7.432], [-1.581, -3.192, -6.845], [-3.962, -3.739, -6.886], [-3.497, -3.814, -5.167], [8.381, 4.406, -5.331], [7.048, 4.283, -6.749], [7.370, 3.159, -7.706], [8.809, 3.657, -8.923], [7.003, 5.263, -7.231], [6.102, 4.092, -6.234], [6.513, 2.945, -8.351], [7.680, 2.237, -7.204], [7.375, -1.501, 0.271], [7.863, -3.334, 0.727], [6.758, -4.299, 0.367], [5.306, -4.225, 1.666], [8.118, -3.341, 1.790], [8.763, -3.541, 0.141], [7.120, -5.330, 0.405], [6.318, -4.109, -0.616], [-1.483, 3.986, 5.239], [-2.198, 5.614, 4.438], [-3.280, 6.219, 5.302], [-4.957, 5.239, 5.123], [-2.541, 5.352, 3.433], [-1.343, 6.291, 4.361], [-3.510, 7.237, 4.976], [-3.030, 6.231, 6.367], [-11.348, -0.570, 0.978], [-12.681, -0.693, -0.441], [-12.359, -1.817, -1.397], [-10.920, -1.319, -2.614], [-12.726, 0.288, -0.922], [-13.627, -0.883, 0.075], [-13.216, -2.031, -2.043], [-12.049, -2.739, -0.896]], "homo_lumo_gap_ev": 5.226, "largest_force_ha_per_bohr": 0.1144, "charge": -1}